Arrangement i

{
  "formula": "C4H9NO3",
  "method": "wB97M-V/def2-TZVPD",
  "e_lumo_ev": 0.53,
  "smiles": "CC(=O)NCC=O.O",
  "gap_ev": 10.109,
  "symbols": ["C", "C", "O", "N", "C", "C", "O", "H", "H", "H", "H", "H", "H", "H", "O", "H", "H"],
  "xyz": [[1.629, -0.742, 1.051], [0.657, -1.226, 0.065], [0.514, -2.413, -0.170], [-0.072, -0.329, -0.695], [-0.226, 1.079, -0.269], [0.883, 1.957, -0.846], [1.960, 2.072, -0.336], [1.313, -0.011, 1.789], [2.108, -1.541, 1.623], [2.534, -0.313, 0.605], [-0.797, -0.547, -1.350], [-1.187, 1.471, -0.588], [-0.199, 1.172, 0.816], [0.586, 2.472, -1.777], [-3.262, -0.797, -0.240], [-3.901, -1.479, -0.065], [-2.539, -0.825, 0.387]],
  "lowdin_charge": [-0.01, -0.53, 0.05, 0.07, -0.16, -0.23, 0.07, 0.08, 0.09, 0.09, 0.13, 0.11, 0.11, 0.12, -0.05, 0.03, 0.02]
}


Arrangement ii

{
  "formula": "C4H9NO3",
  "method": "wB97M-V/def2-TZVPD",
  "e_lumo_ev": [0.41, 0.44],
  "gap_ev": [7.370, 7.862],
  "symbols": ["C", "C", "N", "C", "C", "O", "O", "O", "H", "H", "H", "H", "H", "H", "H", "H", "H"],
  "xyz": [[-0.383, -0.496, 0.148], [0.347, -2.113, -1.572], [0.521, -0.140, -0.738], [0.198, 1.712, 0.590], [0.351, 2.024, 1.868], [-1.681, -0.463, -0.143], [-0.104, -1.144, 1.276], [-0.032, 2.629, -0.388], [-1.847, 0.200, -0.828], [-0.925, -1.436, 1.701], [0.204, 2.222, -1.230], [1.453, -0.255, -0.353], [-0.221, -2.842, -1.004], [1.406, -2.340, -1.626], [-0.112, -1.867, -2.522], [0.503, 1.252, 2.609], [0.321, 3.057, 2.212]],
  "lowdin_charge": [-0.67, 0.02, 0.11, -0.28, -0.02, 0.13, 0.14, -0.01, 0.14, 0.14, 0.08, 0.10, 0.01, 0.01, 0.01, 0.03, 0.05]
}


Relative energy table, unit hartree: arrangement i 0.0000; arrangement ii 0.1988


Arrangement i

{
  "formula": "C4H9NO3",
  "method": "wB97M-V/def2-TZVPD",
  "e_lumo_ev": 0.39,
  "smiles": "C[C@@H](O)[C@H](N)C(=O)O",
  "gap_ev": 10.109,
  "symbols": ["C", "C", "O", "C", "N", "C", "O", "O", "H", "H", "H", "H", "H", "H", "H", "H", "H"],
  "xyz": [[-2.022, -0.200, -0.808], [-0.800, 0.516, -0.965], [-0.818, 1.843, -0.479], [0.505, -0.122, -0.476], [0.556, -1.462, -0.883], [0.800, -0.069, 0.952], [0.197, 0.648, 1.742], [1.756, -0.862, 1.332], [-1.891, -0.700, 0.172], [-3.020, 0.382, -0.914], [-1.961, -1.093, -1.467], [-0.745, 0.766, -2.004], [-0.600, 1.778, 0.406], [1.369, 0.491, -0.918], [-0.275, -1.991, -0.993], [1.227, -1.752, -1.596], [2.023, -1.418, 0.530]],
  "lowdin_charge": [-0.05, -0.45, 0.00, -0.29, 0.06, -0.52, 0.10, 0.14, 0.10, 0.14, 0.08, 0.14, 0.02, 0.20, 0.07, 0.11, 0.14]
}


Arrangement ii

{
  "formula": "C4H9NO3",
  "method": "wB97M-V/def2-TZVPD",
  "e_lumo_ev": 0.45,
  "gap_ev": 8.344,
  "symbols": ["C", "C", "C", "N", "C", "O", "O", "O", "H", "H", "H", "H", "H", "H", "H", "H", "H"],
  "xyz": [[-0.818, -1.220, -0.218], [-0.097, 1.237, -0.103], [0.535, -0.041, -0.855], [-0.687, 1.452, 1.142], [1.485, 1.231, 0.058], [-0.896, -1.324, 1.144], [-0.304, -2.412, -0.673], [1.984, 0.796, 1.128], [0.006, -1.403, 1.507], [-0.727, -2.795, -1.457], [-1.765, -0.912, -0.658], [-0.501, 1.893, -0.873], [-1.647, 1.150, 1.247], [-0.079, 1.150, 1.909], [0.230, -0.041, -1.906], [1.343, -0.772, -0.818], [1.939, 2.011, -0.574]],
  "lowdin_charge": [-0.36, -0.32, -0.04, 0.06, -0.34, 0.02, -0.01, -0.06, 0.13, 0.11, 0.15, 0.14, 0.08, 0.09, 0.10, 0.12, 0.14]
}


Arrangement iii

{
  "formula": "C4H9NO3",
  "method": "wB97M-V/def2-TZVPD",
  "e_lumo_ev": 0.62,
  "smiles": "CC(=O)O.CNC=O",
  "gap_ev": 10.746,
  "symbols": ["C", "C", "O", "O", "H", "H", "H", "H", "C", "N", "C", "O", "H", "H", "H", "H", "H"],
  "xyz": [[2.924, -1.162, -0.286], [1.500, -1.288, 0.216], [0.751, -2.170, -0.063], [1.228, -0.276, 1.066], [3.308, -0.161, -0.129], [2.868, -1.365, -1.358], [3.588, -1.902, 0.152], [0.297, -0.053, 1.213], [-1.560, 1.890, -0.612], [-1.602, 0.470, -0.299], [-2.243, -0.046, 0.788], [-2.909, 0.605, 1.561], [-2.512, 2.352, -0.353], [-1.370, 2.025, -1.671], [-0.763, 2.380, -0.052], [-1.411, -0.161, -1.044], [-2.093, -1.136, 0.872]],
  "lowdin_charge": [0.01, -0.58, 0.10, 0.08, 0.08, 0.09, 0.09, 0.09, -0.07, -0.04, -0.38, 0.03, 0.08, 0.08, 0.08, 0.12, 0.13]
}


Relative energy table, unit hartree: arrangement i 0.0464; arrangement ii 0.1843; arrangement iii 0.0000


Arrangement i

{
  "formula": "CH6N2S",
  "method": "wB97M-V/def2-TZVPD",
  "e_lumo_ev": -0.09,
  "gap_ev": 7.150,
  "symbols": ["S", "H", "N", "C", "N", "H", "H", "H", "H", "H"],
  "xyz": [[-2.030, 0.215, 0.300], [-3.152, 0.061, -0.431], [0.748, 1.002, -0.524], [0.561, -0.291, -0.394], [0.948, -1.078, 0.646], [1.405, 1.466, 0.092], [-0.032, 1.526, -0.900], [0.009, -0.828, -1.151], [0.143, -1.572, 1.018], [1.399, -0.501, 1.343]],
  "lowdin_charge": [0.05, -0.37, 0.10, -0.37, 0.10, 0.12, 0.07, 0.09, 0.09, 0.10]
}


Arrangement ii

{
  "formula": "CH6N2S",
  "method": "wB97M-V/def2-TZVPD",
  "e_lumo_ev": [0.09, 0.34],
  "gap_ev": [8.190, 8.257],
  "symbols": ["C", "N", "N", "S", "H", "H", "H", "H", "H", "H"],
  "xyz": [[0.093, 0.099, -1.602], [1.391, -0.178, 1.605], [-1.132, -0.168, 1.408], [0.322, -0.916, 0.767], [1.094, 0.392, -1.777], [-0.620, 0.820, -1.222], [-0.363, -0.488, -2.378], [2.368, -0.614, 1.671], [-1.272, 0.821, 1.122], [-1.242, -0.443, 2.358]],
  "lowdin_charge": [-0.05, -0.44, -0.27, 0.77, -0.02, -0.03, -0.02, 0.01, 0.05, 0.00]
}


Arrangement iii

{
  "formula": "CH6N2S",
  "method": "wB97M-V/def2-TZVPD",
  "e_lumo_ev": [-1.41, 0.45],
  "gap_ev": [6.063, 9.433],
  "symbols": ["C", "N", "N", "S", "H", "H", "H", "H", "H", "H"],
  "xyz": [[0.302, -1.031, 0.155], [0.888, 1.092, 0.396], [-0.064, 0.249, 0.556], [-2.384, -0.162, -1.087], [0.566, -1.192, -0.986], [1.281, -1.256, 0.724], [-0.524, -1.709, 0.280], [1.823, 0.830, 0.138], [0.778, 2.107, 0.664], [-2.666, 1.073, -0.839]],
  "lowdin_charge": [-0.27, 0.00, -0.19, 0.35, 0.10, 0.10, 0.03, 0.10, 0.14, -0.35]
}


Arrangement iv

{
  "formula": "CH6N2S",
  "method": "wB97M-V/def2-TZVPD",
  "e_lumo_ev": 0.93,
  "smiles": "CNNS",
  "gap_ev": 9.876,
  "symbols": ["C", "N", "N", "S", "H", "H", "H", "H", "H", "H"],
  "xyz": [[-1.259, -0.294, 0.456], [-0.139, 0.669, 0.118], [1.210, 0.100, 0.002], [1.460, -0.683, -1.526], [-1.391, -0.857, -0.353], [-1.043, -0.852, 1.495], [-2.127, 0.481, 0.425], [-0.087, 1.539, 0.608], [1.354, -0.598, 0.697], [2.022, 0.494, -1.921]],
  "lowdin_charge": [-0.11, -0.22, -0.49, 0.66, -0.01, 0.11, 0.11, 0.08, 0.01, -0.14]
}


Relative energy table, unit hartree: arrangement i 0.0000; arrangement ii 0.0818; arrangement iii 0.0793; arrangement iv 0.0334


Arrangement i

{
  "formula": "C5H10NO3",
  "method": "wB97M-V/def2-TZVPD",
  "charge": -1,
  "e_lumo_ev": 3.92,
  "gap_ev": 8.384,
  "symbols": ["C", "C", "C", "O", "N", "H", "H", "H", "H", "H", "H", "H", "C", "C", "O", "O", "H", "H", "H"],
  "xyz": [[-0.148, 0.679, -1.693], [-0.458, 2.081, -1.018], [1.198, 0.136, -1.255], [1.858, -0.576, -2.065], [1.330, 0.503, 0.119], [-0.836, -0.116, -1.252], [-0.274, 0.562, -2.828], [-0.838, 1.995, 0.006], [2.167, 0.134, 0.691], [0.418, 0.759, 0.701], [-1.167, 2.757, -1.631], [0.599, 2.574, -0.847], [-0.811, -2.033, 0.979], [-0.940, -0.657, 1.494], [-1.888, -0.052, 1.169], [0.021, -0.165, 2.221], [0.018, -2.047, 0.285], [-1.727, -2.365, 0.549], [-0.648, -2.664, 1.841]],
  "lowdin_charge": [-0.19, -0.12, -0.53, -0.05, 0.08, 0.11, 0.12, 0.04, 0.14, 0.09, 0.08, 0.09, -0.04, -0.87, 0.01, -0.16, 0.07, 0.06, 0.07]
}


Arrangement ii

{
  "formula": "C5H10NO3",
  "method": "wB97M-V/def2-TZVPD",
  "charge": -1,
  "e_lumo_ev": 3.82,
  "gap_ev": 8.192,
  "symbols": ["C", "C", "O", "O", "H", "H", "H", "C", "C", "C", "O", "N", "H", "H", "H", "H", "H", "H", "H"],
  "xyz": [[-0.569, 2.596, -0.762], [0.687, 1.759, -1.127], [1.807, 2.205, -0.835], [0.496, 0.702, -1.792], [-0.775, 2.776, 0.293], [-1.390, 1.891, -0.978], [-0.612, 3.530, -1.296], [-0.118, -0.713, 1.490], [0.979, -1.594, 2.089], [-0.974, -1.440, 0.475], [-2.085, -1.763, 0.876], [-0.315, -1.806, -0.653], [-0.636, -0.246, 2.334], [0.305, 0.146, 1.003], [1.968, -1.108, 2.134], [-0.688, -2.339, -1.438], [0.401, -1.009, -0.961], [1.002, -2.614, 1.680], [0.759, -1.932, 3.164]],
  "lowdin_charge": [-0.05, -0.79, -0.08, -0.13, 0.05, 0.06, 0.05, -0.19, -0.11, -0.58, 0.00, 0.14, 0.11, 0.08, 0.07, 0.10, 0.13, 0.06, 0.08]
}


Relative energy table, unit hartree: arrangement i 0.0317; arrangement ii 0.0000


Arrangement i

{
  "formula": "C2H6N3O",
  "method": "wB97M-V/def2-TZVPD",
  "charge": 1,
  "e_lumo_ev": [-5.39, -5.39],
  "gap_ev": [8.942, 8.945],
  "symbols": ["C", "C", "N", "N", "N", "O", "H", "H", "H", "H", "H", "H"],
  "xyz": [[-1.468, 0.025, 1.511], [0.043, -0.164, -0.011], [-1.351, -1.330, 1.103], [-0.473, -1.399, 0.235], [0.371, 0.208, -1.383], [-0.592, 0.807, 0.643], [-2.466, 0.516, 1.691], [-1.188, 0.098, 2.586], [1.629, -0.538, 0.924], [0.798, -0.628, -1.803], [0.995, 1.053, -1.279], [-0.513, 0.553, -1.828]],
  "lowdin_charge": [-0.14, -0.51, 0.12, 0.06, 0.28, 0.01, 0.17, 0.15, 0.26, 0.19, 0.21, 0.21]
}


Arrangement ii

{
  "formula": "C2H6N3O",
  "method": "wB97M-V/def2-TZVPD",
  "charge": 1,
  "e_lumo_ev": -6.92,
  "gap_ev": 8.087,
  "symbols": ["C", "C", "N", "N", "N", "O", "H", "H", "H", "H", "H", "H"],
  "xyz": [[1.721, 0.391, 0.662], [0.281, -0.063, -0.873], [1.890, -0.939, 0.223], [1.128, -1.159, -0.709], [-2.146, -0.084, 0.098], [0.633, 0.875, -0.127], [1.449, 0.530, 1.684], [2.743, 0.818, 0.450], [-0.424, 0.102, -1.774], [-2.507, 0.394, -0.646], [-2.634, 0.187, 0.955], [-2.133, -1.051, 0.058]],
  "lowdin_charge": [-0.08, -0.06, 0.14, 0.12, 0.10, 0.12, 0.16, 0.20, 0.20, 0.01, 0.07, 0.02]
}


Relative energy table, unit hartree: arrangement i 0.0643; arrangement ii 0.0000


Arrangement i

{
  "formula": "C21H28N4O4",
  "method": "wB97M-V/def2-TZVPD",
  "e_lumo_ev": 0.66,
  "smiles": "COc1cccc(CN2CCNC(=O)[C@@H]2CC(=O)NCc2cc(C(C)C)no2)c1",
  "gap_ev": 9.238,
  "symbols": ["C", "O", "C", "C", "C", "C", "C", "C", "N", "C", "C", "N", "C", "O", "C", "C", "C", "O", "N", "C", "C", "C", "C", "C", "C", "C", "N", "O", "C", "H", "H", "H", "H", "H", "H", "H", "H", "H", "H", "H", "H", "H", "H", "H", "H", "H", "H", "H", "H", "H", "H", "H", "H", "H", "H", "H", "H"],
  "xyz": [[-4.762, -1.256, 0.709], [-3.505, -1.312, 1.348], [-2.448, -1.799, 0.648], [-2.522, -2.352, -0.626], [-1.371, -2.826, -1.230], [-0.148, -2.746, -0.591], [-0.060, -2.185, 0.681], [1.285, -2.020, 1.341], [1.875, -0.754, 0.921], [1.451, 0.362, 1.734], [2.081, 1.649, 1.217], [3.511, 1.518, 1.321], [4.153, 0.371, 1.046], [5.356, 0.252, 1.143], [3.288, -0.805, 0.588], [3.449, -0.909, -0.952], [2.655, 0.174, -1.659], [3.129, 1.229, -2.029], [1.356, -0.152, -1.855], [0.430, 0.729, -2.532], [-0.787, 1.008, -1.717], [-1.044, 1.844, -0.670], [-2.414, 1.620, -0.373], [-3.243, 2.280, 0.677], [-2.709, 1.927, 2.066], [-3.254, 3.794, 0.460], [-2.905, 0.724, -1.188], [-1.911, 0.335, -2.022], [-1.212, -1.726, 1.292], [-5.431, -0.777, 1.423], [-5.137, -2.258, 0.480], [-4.704, -0.658, -0.204], [-3.459, -2.413, -1.153], [-1.435, -3.263, -2.215], [0.736, -3.151, -1.064], [1.939, -2.836, 1.026], [1.182, -2.066, 2.436], [0.362, 0.429, 1.667], [1.731, 0.230, 2.796], [1.757, 2.497, 1.824], [1.787, 1.819, 0.176], [4.082, 2.330, 1.502], [3.767, -1.694, 1.026], [4.505, -0.792, -1.200], [3.106, -1.889, -1.283], [0.975, -0.980, -1.417], [0.976, 1.655, -2.740], [0.110, 0.275, -3.478], [-0.375, 2.529, -0.196], [-4.263, 1.897, 0.579], [-2.746, 0.851, 2.220], [-3.316, 2.407, 2.830], [-1.681, 2.265, 2.179], [-2.251, 4.204, 0.564], [-3.625, 4.034, -0.533], [-3.898, 4.270, 1.195], [-1.181, -1.312, 2.289]],
  "lowdin_charge": [-0.09, -0.10, -0.28, -0.03, -0.07, -0.08, -0.21, -0.12, -0.12, -0.15, -0.15, 0.10, -0.46, 0.07, -0.19, -0.02, -0.50, 0.06, 0.09, -0.07, -0.22, 0.05, -0.27, -0.36, -0.05, -0.06, 0.12, 0.01, 0.03, 0.09, 0.09, 0.07, 0.11, 0.11, 0.11, 0.13, 0.13, 0.10, 0.13, 0.13, 0.10, 0.16, 0.15, 0.13, 0.12, 0.09, 0.13, 0.14, 0.11, 0.14, 0.06, 0.08, 0.08, 0.08, 0.08, 0.08, 0.12]
}


Arrangement ii

{
  "formula": "C21H28N4O4",
  "method": "wB97M-V/def2-TZVPD",
  "e_lumo_ev": 0.61,
  "smiles": "CC/C(NCCCN1CCOCC1)=C1\\C(=O)NC(=O)N(Cc2ccccc2)C1=O",
  "gap_ev": 8.854,
  "symbols": ["C", "C", "C", "N", "C", "C", "C", "N", "C", "C", "O", "C", "C", "C", "C", "O", "N", "C", "O", "N", "C", "C", "C", "C", "C", "C", "C", "C", "O", "H", "H", "H", "H", "H", "H", "H", "H", "H", "H", "H", "H", "H", "H", "H", "H", "H", "H", "H", "H", "H", "H", "H", "H", "H", "H", "H", "H"],
  "xyz": [[-4.453, -2.462, 0.324], [-3.498, -2.030, -0.793], [-2.400, -1.178, -0.230], [-1.267, -1.767, 0.096], [-0.946, -3.166, -0.061], [0.389, -3.489, 0.605], [1.576, -2.833, -0.112], [1.529, -1.393, 0.071], [2.252, -0.904, 1.235], [3.763, -0.819, 0.988], [4.064, -0.037, -0.149], [3.406, -0.527, -1.296], [1.890, -0.587, -1.082], [-2.580, 0.207, -0.025], [-3.788, 0.884, -0.445], [-4.785, 0.397, -0.948], [-3.785, 2.261, -0.246], [-2.813, 3.045, 0.311], [-2.935, 4.242, 0.428], [-1.703, 2.348, 0.729], [-0.605, 3.099, 1.324], [0.624, 3.077, 0.454], [1.882, 2.894, 1.012], [3.012, 2.891, 0.213], [2.894, 3.063, -1.155], [1.642, 3.240, -1.720], [0.514, 3.251, -0.919], [-1.529, 0.977, 0.604], [-0.487, 0.500, 1.051], [-4.969, -1.592, 0.719], [-5.195, -3.150, -0.072], [-3.919, -2.951, 1.136], [-4.069, -1.458, -1.522], [-3.078, -2.908, -1.284], [-0.499, -1.167, 0.439], [-1.730, -3.782, 0.392], [-0.886, -3.424, -1.127], [0.361, -3.151, 1.641], [0.524, -4.572, 0.601], [1.514, -3.062, -1.179], [2.507, -3.278, 0.268], [2.051, -1.554, 2.087], [1.862, 0.093, 1.450], [4.264, -0.335, 1.828], [4.186, -1.830, 0.859], [3.656, 0.161, -2.105], [3.791, -1.531, -1.545], [1.397, -0.979, -1.974], [1.521, 0.425, -0.891], [-4.625, 2.743, -0.546], [-0.966, 4.124, 1.448], [-0.378, 2.668, 2.303], [1.975, 2.755, 2.080], [3.985, 2.741, 0.654], [3.776, 3.057, -1.778], [1.543, 3.375, -2.787], [-0.461, 3.401, -1.363]],
  "lowdin_charge": [-0.06, -0.16, -0.16, 0.10, -0.17, -0.15, -0.19, -0.19, -0.15, -0.18, -0.14, -0.18, -0.14, 0.00, -0.41, 0.05, 0.21, -0.49, 0.09, 0.07, -0.07, -0.21, -0.05, -0.09, -0.10, -0.08, -0.03, -0.33, 0.05, 0.07, 0.08, 0.07, 0.11, 0.10, 0.11, 0.12, 0.13, 0.12, 0.11, 0.12, 0.12, 0.13, 0.10, 0.13, 0.12, 0.12, 0.12, 0.13, 0.11, 0.17, 0.13, 0.13, 0.12, 0.11, 0.10, 0.10, 0.12]
}


Relative energy table, unit hartree: arrangement i 0.0848; arrangement ii 0.0000